105
Properties=species:S:1:pos:R:3:forces:R:3 method="wB97M-V/def2-TZVPD" max_force_ha_per_bohr=0.160 orbital_gap_ha="0.164 / 0.163" total_energy_ev=-123637.272 spin_multiplicity=2 e_homo_ev="-2.4 / -2.4" s_squared=0.751 de_lowest_kj_mol=135.8 charge=-1
Ce -0.15340 0.33559 -0.46501 -0.4 1.2 -1.4
Cl -0.79207 -3.26944 -7.52555 1.1 0.1 -0.6
S 1.30170 -1.93280 0.95093 -1.0 1.9 -2.3
S -0.80549 2.86914 -1.88684 0.7 -2.3 -0.5
P -1.35266 -3.54940 1.43732 -0.1 0.4 -0.6
O 2.63277 -1.38052 1.00799 0.4 -0.5 0.0
O 0.77518 -2.07004 -0.47731 1.0 -0.2 2.5
O -0.55350 2.03911 1.10985 -0.1 -1.4 0.1
O 0.35306 -0.99607 1.67242 0.8 -2.0 -0.2
O -1.24862 -0.39366 -2.43747 0.0 -2.0 -2.2
O -2.41027 0.13868 0.21492 -3.2 -0.5 1.8
N 1.47619 0.23293 -2.57863 -0.7 -0.8 -3.4
N -0.85260 3.28420 0.72549 0.3 0.9 0.7
N 1.79340 2.10398 -0.19094 -0.6 -2.7 -1.3
C 0.20154 -4.21812 2.08784 1.0 -0.6 -0.3
C 1.40499 -3.56009 1.66236 -1.7 -0.2 1.0
C -1.59798 5.44139 1.24898 -0.7 -0.8 1.5
C 2.67858 -5.21311 2.81560 2.1 1.5 -1.1
C -4.39034 -2.74327 4.01390 -0.2 0.2 -0.2
C 2.55176 4.26815 -0.26839 -1.5 -0.7 -0.1
C 4.03569 2.37591 -0.91329 0.2 -1.5 -2.1
C 1.27602 -0.11255 -3.86533 -0.5 -0.4 3.2
C -2.85428 -6.01895 1.43077 2.0 -1.4 -1.4
C 2.09778 6.79824 0.26277 -2.0 0.9 0.5
C -2.33894 -1.94507 5.00726 1.4 -0.1 0.2
C -2.10646 -5.04262 0.76817 -1.3 0.0 -1.6
C 1.44075 3.46172 -0.32002 0.3 3.8 -0.4
C -1.10323 -1.05740 -3.57816 1.6 2.3 1.5
C 5.23980 2.05917 -1.56916 -2.0 -0.9 -1.2
C -1.19707 5.92465 -0.00658 1.3 -1.9 -1.7
C -1.94617 -2.29908 -5.43843 0.7 -0.7 -0.6
C 2.38183 5.83227 -2.13492 0.7 -0.2 -1.5
C -0.62050 4.98416 -0.88693 -0.2 8.2 0.3
C 0.14655 -0.92920 -4.34755 0.5 1.4 1.2
C -1.52826 4.07932 1.55168 0.1 1.8 0.4
C 2.64615 -4.04586 1.97109 0.2 -0.8 1.4
C 0.36065 -1.50238 -5.60555 -1.3 -1.2 -0.2
C -4.71292 -0.39083 0.30258 -0.9 0.5 0.7
C 2.68492 0.85151 -2.32671 2.0 2.7 2.3
C -3.69336 -1.99210 4.97099 -3.2 0.0 0.4
C 3.41755 2.64417 1.33549 -2.1 -2.3 2.2
C -2.25641 -3.21872 2.92824 -0.8 0.8 2.1
C -0.10716 3.77942 -0.43539 0.4 -4.2 -0.5
C -3.11473 -7.24712 -0.72401 -0.7 0.3 -0.9
C 1.56717 -5.93142 3.11133 -1.6 -0.2 0.1
C -3.22666 -7.12906 0.63991 -0.8 0.6 1.1
C -3.47319 0.20438 0.86785 1.7 1.5 -0.9
C -1.57957 -2.51319 3.99605 -1.6 -1.4 -1.0
C -3.53850 1.01589 2.17144 -0.8 -0.5 -0.5
C 2.70345 5.76714 -0.67654 -0.6 -1.7 1.5
C -2.47154 -6.20637 -1.40310 0.1 0.2 1.0
C -3.67366 -3.39626 2.99963 0.5 0.2 -0.1
C 3.83711 3.37330 0.10523 -0.6 1.7 1.8
C 2.82930 1.75309 -1.17635 0.1 -1.6 -1.7
C 4.15833 5.98755 -0.53920 2.5 1.9 0.4
C 0.28622 -5.44181 2.77027 1.4 0.7 -0.7
C -2.04732 -5.10763 -0.67630 0.9 -0.2 1.4
C 5.14268 1.22301 -2.71075 -0.2 -0.4 0.3
C -0.67215 -2.25568 -6.10928 -2.5 -0.1 0.6
C 3.87416 0.70592 -3.09181 0.0 0.4 1.5
C 2.27584 1.93172 1.14785 2.1 0.8 1.2
C -2.14134 -1.77310 -4.19975 -0.7 -0.2 0.3
H -3.70169 2.10348 2.00606 0.5 -0.7 -0.3
H 2.25582 6.51238 1.33634 -0.1 0.3 -0.9
H 3.66144 -5.48826 3.23049 -0.5 -0.2 -0.5
H 6.07668 0.89281 -3.24968 -1.2 0.5 0.5
H -4.36665 0.69767 2.81324 -0.1 -0.2 -0.2
H -1.84864 -1.53400 5.87509 0.2 0.3 0.0
H 2.08039 0.13270 -4.57393 -0.7 -0.1 0.0
H -3.70125 -8.02018 -1.27627 1.1 0.3 0.6
H 1.38625 5.51948 -2.49218 0.7 0.2 0.5
H -2.83376 -6.18324 2.50968 -0.4 0.6 -0.2
H -2.63339 0.80211 2.69186 0.9 0.4 0.4
H -4.99277 -1.24939 0.93534 0.4 -0.3 -0.7
H -4.38235 -1.50719 5.71880 1.3 -0.4 -0.5
H -0.50798 -2.57112 4.07048 0.2 0.4 -0.2
H -3.68635 -7.89736 1.20280 -0.6 -1.0 0.2
H -4.58194 -0.50803 -0.76405 0.0 -0.8 -0.1
H -1.34135 6.98491 -0.23039 -0.2 -0.4 -0.4
H 3.87123 2.63219 2.35464 0.0 0.3 -1.2
H -2.02062 3.68709 2.48724 1.1 0.1 -1.2
H -5.51009 -2.74032 4.10515 1.3 -0.4 -0.4
H 2.62492 7.75011 0.04155 -0.3 -0.3 0.4
H 4.78192 5.36364 -1.21184 -0.3 0.4 0.4
H 1.61814 -6.89933 3.59910 0.2 0.2 0.2
H 3.53563 -3.46835 1.67207 -0.5 -0.5 0.3
H 6.16077 2.41964 -1.18880 0.8 0.4 0.1
H -2.76678 -2.85797 -5.93451 0.7 0.5 0.4
H 3.70057 0.05715 -3.90914 0.9 -0.6 -0.8
H -3.11159 -1.92629 -3.70153 0.6 0.4 -0.1
H -2.19495 -6.23062 -2.43314 -0.4 -0.1 -0.7
H -0.55950 -6.06916 2.99609 -0.3 0.2 0.0
H -1.49225 -4.32674 -1.19346 -0.2 0.0 0.1
H 1.64381 1.39112 1.87158 0.6 0.3 -0.5
H -0.24397 5.39949 -1.87579 -0.9 -0.9 1.5
H 2.66312 6.80206 -2.57516 -0.2 0.0 0.2
H 4.76328 3.86034 0.30694 0.3 0.8 0.0
H 3.15070 5.11072 -2.49000 -0.8 0.3 -0.7
H 4.48102 5.86634 0.51723 -0.1 -0.1 -0.6
H 1.30175 -1.47733 -6.11608 0.4 0.3 -0.1
H -5.60366 0.24614 0.46029 0.6 0.2 0.0
H 0.97290 7.01569 0.13542 1.8 -0.7 0.1
H -4.15803 -4.05916 2.24791 0.2 0.9 0.6
H -1.88288 6.11263 2.03383 -0.6 0.2 0.2
H 4.38130 7.07140 -0.72424 0.0 -0.8 -0.3

***

119
Properties=species:S:1:pos:R:3:forces:R:3 method="wB97M-V/def2-TZVPD" max_force_ha_per_bohr=0.109 orbital_gap_ha="0.093 / 0.193" total_energy_ev=-164145.184 spin_multiplicity=7 e_homo_ev="-10.3 / -10.0" s_squared=13.043 de_lowest_kj_mol=38.5 charge=+2
Tb -0.92290 -0.74519 1.91740 0.1 2.2 0.2
Se 1.41795 0.87032 2.20543 0.7 0.3 -0.1
P -1.36284 -1.88611 -0.58382 -0.2 -0.8 -2.0
P -0.28561 -3.33615 4.51713 -0.7 0.0 -2.8
F 0.11519 3.43747 2.15478 -0.4 -1.2 0.3
F -1.33844 1.67498 2.57462 1.3 0.5 -0.2
O -2.24408 -2.19725 2.79191 0.3 -1.3 0.7
N -0.94363 -2.83508 2.92049 0.8 -1.9 0.2
N 0.84945 5.37194 -3.79973 2.2 -0.7 0.7
N -0.68417 -5.29469 2.81107 -0.7 0.6 0.8
N -1.38041 -4.48667 0.73313 0.6 0.9 0.0
N 2.61795 4.76287 -4.98798 -0.6 -0.2 1.9
C -1.25528 -6.38562 2.11423 1.3 -1.3 -0.8
C 4.66008 4.29287 -2.79656 0.3 2.1 0.1
C -3.37024 -1.68127 -2.68552 -0.4 0.7 -0.8
C -0.74981 -2.39487 7.18765 1.3 -0.2 -0.1
C 0.01628 5.40131 -2.61330 -1.7 -0.3 0.8
C 0.28657 -0.04562 -2.04455 0.8 -0.4 0.5
C -1.51188 -5.90935 0.81618 -1.8 0.0 -0.6
C -2.02360 -8.13750 0.06493 -0.9 1.2 -1.3
C 1.24275 -2.26367 -1.28254 2.6 2.3 0.9
C -4.17377 -1.57329 -0.38864 -0.9 0.7 0.4
C -0.28045 -2.12873 -3.27684 -1.5 -0.6 -1.2
C -1.25200 -7.82558 2.33360 1.3 2.3 0.0
C 3.91379 3.06167 -2.31753 1.2 -0.6 0.6
C -1.46086 -8.61590 1.23916 -0.9 -0.7 0.2
C 1.56768 -3.03760 4.42492 0.3 -1.1 0.1
C 0.04396 -1.59844 -1.87647 -1.6 1.1 -0.2
C -1.63647 -3.75949 -0.55705 0.0 -0.7 0.0
C -2.88681 0.40471 -1.17143 -0.9 -0.1 -0.6
C 1.93225 -1.59857 4.84822 -0.4 -0.3 -0.9
C 3.87498 4.10737 -5.27318 1.1 -0.5 -1.4
C 1.96645 4.55185 -3.80437 -2.0 3.4 -4.0
C 2.01900 5.84039 -5.68648 -1.1 0.4 1.5
C -2.08533 -6.75830 -0.16842 0.7 0.2 0.0
C -0.44514 6.29689 -0.24522 0.2 1.0 0.6
C -2.99316 -1.16689 -1.31513 -0.7 0.5 1.4
C -2.78187 -3.01439 5.82146 0.2 0.4 0.7
C 0.89838 6.28669 -4.89890 1.9 -2.2 0.0
C -1.36645 -0.92127 5.38466 0.1 0.8 -1.0
C -0.57725 -5.19020 4.28202 0.1 0.1 -0.5
C 1.60734 7.65805 -7.21707 0.6 -1.6 0.1
C 2.21802 -4.08570 5.38394 -0.6 0.0 0.9
C -1.33942 -2.42470 5.70642 0.1 0.5 2.4
C -1.96484 6.46545 -0.41304 -0.6 1.2 0.4
C 2.38424 6.50199 -6.84302 -0.8 1.2 -0.9
C 0.32564 6.49831 -1.55047 0.0 0.2 -0.9
C 5.01704 4.47566 -4.31134 -0.7 0.7 -0.3
C 2.15169 -3.38364 2.98545 0.6 1.2 0.7
C 0.53341 8.07466 -6.39129 1.7 -1.0 -0.1
C 0.17149 7.40335 -5.24593 -1.1 -0.1 1.1
B -0.88063 -4.07761 2.01886 -1.2 -0.7 1.3
B 0.01182 2.09899 2.35900 -0.9 1.2 -0.3
H -0.21421 5.27709 0.06173 0.0 0.1 0.6
H -2.32359 0.65510 -0.25357 -0.1 0.2 -0.5
H -2.49495 0.91960 -2.07182 0.3 -0.4 0.6
H -1.02933 5.56905 -2.99646 0.9 -0.4 0.6
H 3.67272 3.33410 -1.25592 -0.2 -0.9 -0.9
H 1.84308 8.12982 -8.20213 -0.3 -0.2 1.2
H 3.24121 -3.74994 5.58308 0.0 -0.4 -0.4
H 2.52023 -4.39913 2.98065 -0.2 -0.3 -0.2
H -2.69981 -3.80231 -0.83681 0.2 -0.4 0.3
H 0.58487 -2.57968 -3.76621 0.2 0.1 0.1
H 3.04653 -2.73959 2.79689 -0.6 -0.4 0.4
H 0.30250 0.48167 -1.05435 -0.2 -0.2 -0.9
H -0.43971 -0.34929 5.48182 0.3 -0.6 0.5
H -0.64763 -1.29712 -3.97278 0.4 -1.2 1.0
H 4.13992 4.32032 -6.37430 -0.3 -0.4 1.8
H -1.26253 -9.66333 1.35695 -0.3 -0.4 0.0
H -3.30711 -2.55607 6.68320 0.6 0.1 -0.3
H 1.47124 -0.94971 4.08970 0.2 0.2 0.5
H 0.08977 4.36269 -2.16624 -0.2 1.2 -0.4
H -2.71854 -1.24234 -3.42504 0.1 0.0 -0.4
H 0.03078 7.45292 -1.99638 0.1 0.1 0.0
H -0.59306 -3.38820 7.67926 -0.3 0.7 -0.5
H 1.61155 -1.28429 5.85619 0.4 -0.4 -0.5
H -0.67909 7.75128 -4.61585 0.8 -0.2 -0.6
H 5.87173 3.90288 -4.65406 0.2 -0.4 0.3
H -4.46051 -2.60064 -0.57442 -0.3 -0.2 -0.2
H 1.39790 6.58462 -1.35738 0.0 -0.3 0.0
H -5.09949 -0.88207 -0.51355 1.6 -1.2 -0.2
H -2.78401 -4.06530 6.06482 0.2 -0.5 -0.1
H -1.63504 -0.69252 4.34870 -0.7 -0.2 0.5
H -2.07092 -0.44169 6.07377 -0.1 -0.2 -0.3
H 1.75458 -4.00645 6.40981 0.2 -0.4 -0.9
H 2.15058 -1.78915 -1.78022 -0.9 -1.1 0.0
H -1.41845 -1.78206 7.80714 -0.1 -0.4 -0.2
H -2.41290 5.61591 -0.89717 -0.2 -0.6 0.1
H -1.08296 -2.94834 -3.29763 1.2 1.1 0.1
H -0.90380 -8.33056 3.23697 -0.1 0.6 0.0
H 0.26043 -5.82145 4.65098 -0.7 0.6 0.0
H 3.72085 3.04527 -5.14487 -0.3 -0.4 -0.4
H 3.03294 2.69894 -2.89085 0.2 0.5 0.3
H -0.35907 0.39747 -2.81164 -0.4 0.0 0.8
H -2.53432 6.69763 0.53839 0.9 -0.5 -1.0
H 1.27756 -3.32637 -1.31334 0.0 -0.8 -0.2
H 3.01455 -1.52042 4.69530 -0.2 0.2 0.4
H 0.22828 -1.82699 7.22884 -1.0 -0.8 -0.2
H 3.97711 5.12695 -2.47636 0.8 -0.1 -0.6
H -2.56331 -8.76000 -0.67170 0.9 0.0 0.5
H -4.41355 -1.39968 -2.98162 0.7 -0.2 0.5
H -3.42624 -2.83125 4.98772 0.0 0.0 -0.8
H 4.63719 2.22914 -2.35013 -0.5 -0.1 0.3
H 1.49860 -1.91422 -0.23510 -0.8 -0.5 -0.6
H 2.18629 -5.15098 4.98340 0.1 1.5 0.7
H 1.51728 -3.20351 2.12769 -0.4 0.0 0.0
H -2.22370 7.29837 -1.09921 0.4 -0.1 0.4
H -3.96604 -1.55595 0.67952 0.3 0.2 0.2
H -0.04155 7.04902 0.53460 -0.6 -1.3 -1.2
H 5.58257 4.45953 -2.13067 -1.2 -0.4 -1.2
H 5.25632 5.50353 -4.62531 0.2 0.0 1.0
H -1.52067 -5.44605 4.78979 0.3 -0.1 -0.2
H -1.09171 -4.32875 -1.34957 -0.2 0.7 0.4
H 1.28113 0.11761 -2.50970 -0.2 -0.4 0.5
H -2.49295 -6.35550 -1.12962 0.4 -0.4 1.1
H -3.29152 -2.76465 -2.77731 -0.1 0.0 0.1
H -3.91871 0.84633 -1.04785 1.0 -0.6 0.0
H 0.06984 8.99836 -6.50218 -0.9 1.4 -0.9
H 3.20472 6.14192 -7.46841 -0.3 0.3 0.2

***

22
Properties=species:S:1:pos:R:3:forces:R:3 method="wB97M-V/def2-TZVPD" max_force_ha_per_bohr=0.026 orbital_gap_ha=0.421 total_energy_ev=-9412.900 e_homo_ev=-14.0 de_lowest_kj_mol=73.6 charge=+1
O 3.24017 0.62988 0.35621 0.4 0.4 -0.1
N -0.11349 -0.94984 -1.99255 -0.5 -0.2 0.8
N -0.97647 0.37224 0.20298 -0.1 -0.4 -0.2
C -0.33583 -0.97103 0.40903 0.0 -0.5 0.0
C -0.04014 1.42786 0.63523 0.2 0.2 1.3
C -2.35660 0.40123 0.79148 0.3 0.4 -0.6
C 0.59511 -1.30032 -0.75690 -0.2 0.8 0.1
H -0.33662 2.43226 0.34855 -0.2 -0.2 -0.3
H 3.63857 0.88012 -0.49143 -0.1 -0.2 0.2
H -1.13397 -1.71025 0.49096 -0.1 0.1 -0.1
H -1.09068 0.45365 -0.82026 0.2 -0.2 0.0
H 1.46475 -0.64850 -0.66625 0.1 -0.2 -0.1
H 3.81474 1.08131 0.99565 -0.3 -0.3 -0.1
H 0.19718 -0.95610 1.35741 0.0 0.1 0.0
H -2.93784 -0.26730 0.16242 -0.2 0.0 0.2
H 0.97070 1.18274 0.32264 0.0 0.1 -0.3
H -2.73701 1.41716 0.70987 -0.1 0.0 0.0
H 0.48180 -1.01348 -2.78850 0.4 0.1 -0.6
H -0.88223 -1.59366 -2.14512 0.0 -0.1 -0.2
H -2.36987 0.07524 1.82362 0.2 -0.1 0.1
H 0.93304 -2.33434 -0.67372 -0.1 0.0 0.0
H -0.02528 1.39113 1.72870 0.0 0.1 -0.1